{
  "formula": "C45H99N2O21P2S9",
  "method": "ωB97M-V/def2-TZVPD",
  "symbols": ["S", "S", "S", "S", "S", "S", "S", "S", "S", "P", "P", "O", "O", "O", "O", "O", "O", "O", "O", "O", "O", "O", "O", "O", "O", "O", "O", "O", "O", "O", "O", "O", "N", "N", "C", "C", "C", "C", "C", "C", "C", "C", "C", "C", "C", "C", "C", "C", "C", "C", "C", "C", "C", "C", "C", "C", "C", "C", "C", "C", "C", "C", "C", "C", "C", "C", "C", "C", "C", "C", "C", "C", "C", "C", "C", "C", "C", "C", "C", "H", "H", "H", "H", "H", "H", "H", "H", "H", "H", "H", "H", "H", "H", "H", "H", "H", "H", "H", "H", "H", "H", "H", "H", "H", "H", "H", "H", "H", "H", "H", "H", "H", "H", "H", "H", "H", "H", "H", "H", "H", "H", "H", "H", "H", "H", "H", "H", "H", "H", "H", "H", "H", "H", "H", "H", "H", "H", "H", "H", "H", "H", "H", "H", "H", "H", "H", "H", "H", "H", "H", "H", "H", "H", "H", "H", "H", "H", "H", "H", "H", "H", "H", "H", "H", "H", "H", "H", "H", "H", "H", "H", "H", "H", "H", "H", "H", "H", "H"],
  "positions_angstrom": [[-6.8969, -3.3662, 3.5265], [-6.8881, -9.4229, -1.0781], [2.5448, -6.2663, -2.3476], [5.2625, 8.4861, -2.0181], [6.2893, -7.3868, -2.1502], [0.9022, 9.7168, -6.2868], [0.7038, 3.5938, -3.3403], [4.0906, 0.6890, 8.5979], [-5.3703, 2.9776, -4.6300], [5.5742, -5.5737, -2.1859], [6.9019, -4.5262, 0.7618], [-5.5211, -3.6920, 3.2573], [0.8652, 10.5152, -5.0948], [-7.0008, -10.5467, 0.0677], [-6.2265, 3.5462, -3.3913], [-7.8201, -3.9962, 2.3701], [-0.1281, 8.7618, -6.5880], [3.9059, 7.7977, -1.4915], [3.9690, 2.0991, 8.3673], [1.1050, 10.6853, -7.5564], [5.0424, 8.9961, -3.3419], [-7.5021, -3.6305, 4.7990], [3.0378, -0.2257, 8.2555], [6.3678, 7.6214, -1.7164], [1.4007, 3.6774, -4.5912], [1.1687, 4.2783, -2.1635], [-4.6759, 4.0659, -5.2563], [-7.1624, -10.0266, -2.3491], [-6.1879, 2.0687, -5.3801], [-7.5717, -8.2393, -0.6402], [5.4665, 0.1713, 7.9361], [-0.8420, 3.9546, -3.5839], [7.6042, -5.0118, 2.0967], [3.0745, -5.7268, -0.7624], [4.4622, -5.3884, -0.6457], [5.3877, -2.8168, 3.1614], [-1.4053, -3.8492, 2.9983], [-7.7259, -5.4019, 2.1103], [-8.3042, -10.9144, 0.5354], [3.3125, 6.7711, -2.2926], [-1.2080, 5.3399, -3.6832], [-7.1588, 4.6054, -3.6376], [-1.9869, -0.6141, 2.0075], [2.4750, 8.9125, -6.3678], [0.4754, 1.8840, -2.9484], [-8.4152, 4.1008, -4.3217], [4.5466, 0.4373, 10.2873], [4.8135, -1.7295, 2.1480], [7.0669, -0.2480, 1.3715], [-0.2222, -3.3877, 3.9555], [2.6099, -5.0991, 1.6826], [-0.0348, 11.3826, -8.0697], [6.0407, -0.8011, 1.7568], [-9.0281, -11.8031, -0.4582], [-4.2136, 2.0296, -3.6850], [4.0848, -4.7285, 1.8395], [1.1402, 1.1788, 1.9220], [0.6222, -5.9559, 0.1730], [-8.4384, -6.2166, 3.1732], [5.4925, -0.0616, 6.5271], [5.2841, 9.8365, -0.8770], [2.1627, -5.6033, 0.3197], [1.5993, -4.9785, 2.8984], [4.0649, 5.4600, -2.1785], [3.8284, 1.6587, -0.5866], [5.5603, 1.2366, 5.7441], [-7.1696, -1.6651, 3.1274], [-0.8151, 5.9277, -5.0239], [-1.1856, 0.2692, 0.9279], [5.0576, -4.8936, 0.6632], [4.5663, -4.1789, 3.2264], [1.2360, -3.4724, 3.2756], [-1.3990, -3.1777, 1.5537], [-2.4873, -2.0073, 1.3966], [-0.4188, 12.5571, -7.1894], [-5.1437, -9.1571, -0.9555], [3.2661, 2.3095, 0.7938], [1.6540, 2.2579, 0.8386], [0.3796, -0.0069, 1.1649], [-6.6696, -1.0614, 3.8847], [0.2196, -6.5305, 1.0527], [-1.4643, -0.1074, -0.1079], [-4.9193, -8.7345, 0.0228], [-6.6866, 5.4043, -4.2150], [-2.3873, -3.5872, 3.5062], [-6.6802, -5.7053, 2.0131], [4.4296, -2.1410, 1.1693], [-8.8439, 3.2606, -3.7713], [-8.2000, 3.7495, -5.3321], [3.2374, 7.0949, -3.3341], [3.5614, 3.4020, 0.8290], [-8.2048, -5.5767, 1.1456], [-8.4589, -7.2733, 2.8979], [8.0148, -0.0195, 0.8090], [8.0529, -4.2322, 2.5882], [6.2105, 10.3890, -1.0330], [-0.0562, 1.4024, -3.7680], [-8.4069, -12.6570, -0.7367], [-0.7745, 5.9125, -2.8590], [-0.3808, -2.3730, 4.4359], [-1.1977, 5.3147, -5.8426], [-1.2035, 6.9421, -5.1279], [-3.5795, 1.4857, -4.3849], [-9.9661, -12.1684, -0.0350], [-9.2618, -11.2603, -1.3755], [4.0320, -1.0395, 2.5831], [2.0700, 0.7141, 2.3987], [3.7542, -4.0496, 3.9948], [-7.4236, 5.0224, -2.6644], [4.6802, -0.6291, 10.4616], [-7.9370, -6.1300, 4.1388], [3.2595, 9.6668, -6.3348], [2.1634, -5.4048, 3.7964], [2.5282, 8.3342, -7.2890], [-2.9193, -0.0390, 2.3244], [-0.8749, 10.6963, -8.2038], [-2.6620, -1.9102, 0.2711], [4.6315, -0.6640, 6.2222], [1.3551, -2.7416, 2.4174], [-9.4629, -5.8637, 3.3080], [6.3895, -0.6492, 6.3211], [2.2957, 6.6323, -1.9225], [5.2786, -4.9663, 3.6539], [2.5568, 8.2534, -5.5037], [1.5356, -5.3956, -2.7628], [0.6778, -5.6145, 2.7873], [7.5476, -5.2270, -0.3219], [0.4434, 13.2024, -7.0088], [0.4652, -0.9195, 1.8285], [-1.4203, 1.3647, 1.0690], [3.7398, 0.8229, 10.9104], [0.3979, -6.5602, -0.7550], [5.4664, 0.9839, 10.4897], [5.2529, 9.4419, 0.1374], [-1.4128, -4.9859, 2.8808], [6.6574, -4.6270, -2.0718], [6.3838, 1.8592, 6.0993], [5.3176, -2.3495, 4.2018], [-9.1598, 4.8964, -4.3935], [1.4618, 1.4352, -2.8295], [4.8910, -5.2384, -3.3892], [-8.1593, -11.4631, 1.4675], [-3.6122, 2.7074, -3.0804], [3.8991, 2.4968, -1.3514], [7.0717, -3.1130, 0.5319], [-2.2932, 5.3878, -3.5758], [-4.7615, 1.3286, -3.0571], [-0.7795, 12.2192, -6.2165], [-8.8916, -10.0233, 0.7715], [3.0781, 0.9106, -0.9927], [0.9007, -0.2567, 0.1870], [5.6987, 1.0370, 4.6783], [0.2702, 5.9708, -5.1321], [4.6429, 1.8160, 5.8616], [-0.4004, -2.7626, 1.2274], [1.1649, 3.2430, 1.1104], [0.0565, -4.9727, 0.0568], [-8.2402, -1.4669, 3.1411], [-1.3748, -0.8270, 2.9330], [-4.6312, -10.1075, -1.0967], [-0.1765, -4.1343, 4.8217], [-4.8577, -8.4595, -1.7424], [0.5220, 1.6283, 2.7527], [1.3125, 1.8876, -0.1806], [0.2428, 11.7517, -9.0584], [-6.7478, -1.4613, 2.1443], [5.0628, 5.5380, -2.6145], [4.1914, 5.1756, -1.1310], [-1.2117, 13.1449, -7.6569], [-1.7027, -3.9919, 0.8088], [3.5313, 4.6649, -2.7000], [4.8385, 1.1703, -0.4472], [-3.4422, -2.3452, 1.9005], [6.4855, -2.9434, 2.9556], [-0.0881, 1.8071, -2.0191], [1.9509, -3.1204, 4.0949], [3.7672, 1.7714, 1.6527], [4.4258, 10.4774, -1.0729]],
  "atomic_forces_ev_per_a": [[-0.72, 0.30, -0.49], [0.36, -0.56, 0.33], [-0.49, -0.41, -0.26], [-0.42, 0.11, 0.65], [-0.40, 0.49, -0.04], [0.76, 0.23, -0.43], [-0.89, -0.25, -0.17], [0.57, -0.02, 0.47], [-0.12, -0.15, 0.65], [0.90, -1.35, 0.21], [1.63, -0.39, 1.64], [-0.23, -0.18, 0.28], [-0.37, -0.34, -0.21], [0.52, 0.58, -0.34], [0.68, -0.42, -0.18], [0.44, 0.69, 0.30], [-0.06, 0.40, 0.25], [0.48, 0.62, 0.04], [-0.26, -0.45, -0.17], [0.25, -0.61, 0.40], [0.19, -0.41, 0.09], [0.54, -0.13, -0.21], [0.13, 0.35, -0.27], [-0.19, 0.19, -0.42], [0.17, 0.19, 0.54], [-0.03, -0.02, -0.50], [-0.34, -0.20, -0.08], [-0.15, 0.42, 0.28], [0.28, 0.41, -0.07], [-0.10, -0.24, -0.22], [-0.35, -0.04, 0.53], [0.61, -0.71, 0.41], [-0.60, 0.63, -0.69], [0.32, 1.52, 1.88], [-0.24, 1.71, 2.51], [-0.64, 0.80, 0.45], [0.07, 0.45, 0.04], [-0.14, -1.01, -0.02], [-0.93, -0.39, 0.12], [-0.30, -0.82, -0.39], [-0.20, 1.08, -0.40], [-0.78, 0.57, -0.27], [-1.21, 0.12, -0.75], [0.03, 0.03, -0.17], [-0.17, -0.07, 0.03], [0.00, -0.18, -0.25], [0.14, -0.12, -0.02], [1.79, 1.69, -0.30], [-0.58, -1.33, -0.48], [0.57, -1.06, -0.01], [1.96, -0.43, -2.55], [-0.72, 0.60, -0.15], [0.10, -0.51, -0.40], [-0.02, 0.07, -0.31], [0.01, 0.05, 0.20], [-1.13, -0.66, -1.23], [0.74, -0.75, -1.10], [0.63, 0.34, -0.97], [0.06, 0.03, 0.32], [0.07, 0.15, -0.86], [-0.15, 0.02, 0.05], [0.39, 0.44, 2.46], [1.22, 0.11, 0.23], [0.43, -0.09, -0.12], [-0.52, 0.84, 0.39], [-0.22, 0.22, -0.01], [-0.02, 0.01, -0.16], [0.21, -0.04, -0.07], [0.76, -1.18, 0.88], [-4.06, -1.04, -1.51], [1.04, -0.34, -0.10], [-0.40, 0.44, 0.97], [-1.13, -0.12, -0.29], [0.83, -0.28, -0.06], [-0.04, -0.01, 0.31], [0.09, -0.04, 0.15], [-0.21, 0.20, -1.04], [0.21, -0.79, 0.95], [-0.18, 0.24, 0.60], [0.00, -0.16, 0.02], [0.68, 0.76, -0.87], [0.13, 0.78, 1.21], [-0.06, -0.05, -0.05], [0.13, -0.15, 0.00], [1.12, -0.40, -0.61], [0.01, 0.19, 0.06], [0.35, 0.29, 1.10], [0.01, 0.11, 0.03], [-0.02, 0.05, 0.05], [0.12, 0.12, 0.08], [-0.05, -1.33, 0.01], [0.07, 0.34, 0.02], [0.00, 0.09, -0.11], [-1.63, 0.07, 1.26], [-0.22, -0.48, -0.09], [-0.03, -0.13, -0.09], [0.04, 0.09, 0.01], [-0.05, 0.03, 0.11], [0.09, -0.22, 0.04], [0.15, -1.11, -0.85], [-0.08, 0.07, 0.09], [0.00, -0.09, 0.04], [-0.11, 0.12, -0.07], [0.10, 0.03, 0.07], [-0.01, -0.03, 0.07], [0.65, -1.05, -0.35], [-1.24, 0.65, -0.42], [0.61, -0.29, -1.30], [0.30, -0.21, 0.06], [-0.01, 0.08, -0.05], [-0.02, -0.02, -0.06], [-0.08, -0.03, 0.05], [-0.83, 0.39, -1.20], [-0.04, 0.06, 0.05], [1.21, -0.71, -0.28], [0.14, -0.10, 0.09], [-0.04, 0.11, 1.52], [-0.07, 0.04, 0.19], [-0.19, -1.04, 0.85], [0.05, -0.05, -0.10], [-0.02, -0.02, 0.36], [0.13, 0.26, 0.13], [-0.82, 0.94, -0.66], [-0.10, 0.11, -0.01], [0.95, -0.15, 0.99], [1.09, 0.81, -0.19], [-1.08, 0.45, 0.24], [-0.06, -0.03, -0.10], [-0.13, 0.88, -0.84], [0.26, -1.19, -0.38], [-0.02, 0.01, -0.17], [0.49, 0.62, 1.05], [-0.07, -0.01, -0.07], [0.01, -0.03, -0.10], [0.14, 1.47, 0.25], [-1.20, 0.04, 0.04], [0.00, -0.11, -0.06], [0.19, -0.68, -1.33], [0.09, 0.00, 0.09], [0.00, 0.16, -0.03], [0.05, 0.40, 0.79], [0.33, 0.16, -0.07], [-0.04, -0.02, -0.06], [0.05, -1.14, 0.80], [-0.53, -0.66, -0.43], [0.09, -0.37, 0.08], [-0.02, 0.07, -0.07], [0.00, 0.02, -0.07], [0.16, 0.07, -0.09], [0.96, 0.64, 0.55], [-0.43, 0.43, 1.12], [0.07, -0.07, 0.06], [-0.06, 0.06, 0.01], [0.05, -0.05, -0.01], [-0.93, -0.63, 0.44], [0.86, -0.98, -0.72], [0.70, -1.22, 0.37], [0.07, -0.07, 0.02], [-0.60, 0.45, -0.97], [-0.09, 0.04, 0.00], [-0.17, 1.03, -0.98], [-0.17, -0.05, 0.01], [0.52, -0.50, -0.99], [0.22, 0.86, 1.25], [0.26, -0.24, 0.09], [-0.05, -0.05, 0.06], [-0.05, 0.03, 0.03], [-0.11, 0.03, -0.04], [0.08, -0.06, -0.07], [0.44, 1.07, 0.87], [-0.05, 0.16, 0.05], [-1.15, 0.59, -0.20], [1.01, 0.37, -0.64], [-1.38, -0.16, 0.17], [0.02, 0.04, -0.07], [-0.82, -0.41, -1.21], [-0.82, 0.67, -0.74], [0.05, -0.08, -0.01]],
  "mulliken_charge": [1.13, 1.18, -0.18, 1.21, -0.26, 1.22, 1.31, 1.27, 1.21, -0.01, 0.33, -0.53, -0.63, -0.27, -0.26, -0.30, -0.64, -0.34, -0.61, -0.27, -0.61, -0.61, -0.64, -0.62, -0.68, -0.54, -0.60, -0.60, -0.63, -0.59, -0.29, -0.17, -0.78, 0.10, 0.01, -0.60, -0.50, -0.19, -0.23, 0.20, -0.42, -0.33, -0.60, -0.53, -0.92, -1.00, -0.94, 0.53, -0.06, -1.07, 0.07, -0.33, -0.99, -1.05, -0.93, -0.27, -0.89, -1.06, -0.94, -0.30, -0.96, 0.36, -1.50, -0.90, -0.52, -0.98, -1.00, -0.91, -0.68, 0.64, -0.80, 0.20, -0.03, -0.67, -0.99, -0.96, -0.29, 0.45, 1.00, 0.38, 0.36, 0.28, 0.31, 0.32, 0.23, 0.25, 0.30, 0.26, 0.30, -0.18, 0.28, 0.24, 0.30, 0.39, 0.31, 0.38, 0.47, 0.27, 0.29, 0.37, 0.26, 0.44, 0.38, 0.39, 0.31, 0.08, 0.04, 0.24, 0.28, 0.32, 0.31, 0.38, 0.48, 0.34, 0.43, 0.30, 0.44, 0.27, -0.05, 0.28, 0.27, 0.21, 0.59, -0.10, 0.24, 0.53, 0.21, 0.26, -1.02, 0.40, 0.37, 0.48, 0.32, 0.32, 0.32, 0.19, 0.30, 0.05, 0.39, 0.32, 0.19, 0.29, 0.21, 0.03, 0.13, 0.31, 0.40, 0.30, 0.24, 0.10, 0.32, 0.32, 0.21, 0.31, 0.08, 0.46, 0.28, 0.37, 0.12, 0.34, 0.43, 0.37, 0.43, -0.69, 0.28, 0.31, 0.44, 0.24, 0.39, 0.20, 0.26, 0.23, 0.05, 0.21, 0.06, 0.29, 0.08, 0.31],
  "gap_ev": 7.06,
  "charge": 1,
  "mol_weight_da": 1354.83,
  "total_energy_ha": -7729.3057
}